[1]
Density functional theory data (ωB97M-V/def2-TZVPD) for a molecular structure, C29H18F5N2O3S4W.

Structure (XYZ):
```
62
C29H18F5N2O3S4W | OMol25 | ωB97M-V/def2-TZVPD
W 1.07 -1.09 -0.48
C -3.47 -1.39 -0.06
C -2.11 -1.39 -0.68
N -1.09 -1.06 0.06
N -1.43 -0.71 1.37
C -0.56 0.00 1.97
S 0.95 0.53 1.22
S -0.79 0.30 3.68
C -0.19 2.01 3.84
C -1.15 3.01 3.27
C -2.29 3.37 3.99
C -3.20 4.27 3.46
C -2.99 4.82 2.21
C -1.86 4.47 1.49
C -0.94 3.57 2.01
C -1.95 -1.76 -2.09
C -3.06 -1.76 -2.95
C -2.94 -2.12 -4.28
C -1.71 -2.52 -4.79
C -0.59 -2.53 -3.97
C -0.72 -2.13 -2.65
O 0.40 -2.10 -1.89
H -3.77 -0.37 0.19
H -3.43 -1.93 0.88
H -4.21 -1.84 -0.71
H 0.81 2.10 3.42
H -0.10 2.13 4.92
H -2.46 2.94 4.97
H -4.08 4.54 4.04
H -3.70 5.52 1.80
H -1.69 4.91 0.51
H -0.05 3.31 1.45
H -4.02 -1.44 -2.59
H -3.81 -2.09 -4.92
H -1.62 -2.81 -5.82
H 0.38 -2.81 -4.33
O 3.99 -2.36 -2.11
C 3.51 -2.48 -1.03
O 2.90 -1.33 -0.42
C 3.47 -3.65 -0.14
C 4.53 -4.54 -0.26
C 4.61 -5.65 0.56
C 3.62 -5.87 1.50
C 2.54 -5.00 1.61
C 2.46 -3.87 0.80
S 0.95 -2.95 1.01
H 5.29 -4.35 -1.00
H 5.44 -6.33 0.47
H 3.67 -6.73 2.16
H 1.76 -5.19 2.33
F 1.53 6.14 -0.42
C 1.34 4.88 -0.78
C 0.21 4.52 -1.49
F -0.68 5.45 -1.83
C 0.01 3.20 -1.85
F -1.09 2.89 -2.53
C 0.94 2.22 -1.53
S 0.69 0.58 -2.12
C 2.07 2.60 -0.82
F 2.99 1.69 -0.49
C 2.28 3.91 -0.43
F 3.36 4.25 0.26
```

Properties
- energy relative to the best compared isomer or geometry (same formula, charge and spin) (kcal/mol) = 12.6
- total energy (eV) = -98236.5776
- LUMO level (eV) = -5.5057
- charge = +1
- frontier orbital gap (eV) = 5.859
- E_HOMO (eV) = -11.36

---

[2]
Density functional theory data (ωB97M-V/def2-TZVPD) for a molecular structure, C29H18F5N3O2S3Sc.

Structure (XYZ):
```
61
C29H18F5N3O2S3Sc | OMol25 | ωB97M-V/def2-TZVPD
Sc -0.33 -1.03 0.03
O -2.04 -0.70 1.05
C -2.55 0.45 1.36
C -3.95 0.64 1.28
C -4.54 1.83 1.63
C -3.79 2.90 2.10
C -2.43 2.75 2.21
C -1.78 1.56 1.83
C -0.35 1.50 1.99
N 0.41 0.64 1.43
C 1.81 0.53 1.77
C 1.98 -0.82 2.46
N 1.06 -1.78 1.85
C 0.76 -2.80 2.58
C -0.13 -3.88 2.25
C -0.39 -4.85 3.22
C -1.22 -5.92 2.96
C -1.79 -6.03 1.68
C -1.55 -5.10 0.71
C -0.72 -3.98 0.96
O -0.47 -3.10 0.06
H -4.53 -0.19 0.90
H -5.62 1.93 1.53
H -4.26 3.84 2.38
H -1.81 3.57 2.57
H 0.10 2.26 2.64
H 2.15 1.35 2.42
H 2.39 0.55 0.85
H 1.77 -0.73 3.53
H 3.02 -1.17 2.36
H 1.20 -2.87 3.58
H 0.07 -4.75 4.20
H -1.42 -6.67 3.72
H -2.44 -6.87 1.46
H -1.99 -5.18 -0.28
F 2.68 -1.08 -5.95
C 2.01 -0.72 -4.83
C 2.52 -1.37 -3.63
F 3.05 -2.59 -3.82
C 2.36 -0.87 -2.42
F 2.65 -1.57 -1.31
C 0.16 0.37 -2.56
S -0.88 1.26 -1.36
C 0.12 0.89 -4.00
F -1.15 0.83 -4.51
C 1.02 0.16 -4.98
F 0.81 0.61 -6.23
S -0.42 -1.37 -2.47
C 1.64 0.41 -2.19
N 2.33 1.35 -1.68
C 1.82 2.65 -1.55
C 2.20 3.36 -0.42
C 1.75 4.65 -0.20
C 0.95 5.27 -1.15
C 0.61 4.59 -2.31
C 1.04 3.28 -2.53
S 0.67 2.66 -4.14
H 2.85 2.87 0.29
H 2.03 5.17 0.71
H 0.59 6.27 -0.99
H -0.02 5.06 -3.05
```

Properties
- total energy (eV) = -105728.8696
- LUMO level (eV) = 2.3467
- charge = -1
- frontier orbital gap (eV) = 6.313
- E_HOMO (eV) = -3.97

---

[3]
Density functional theory data (ωB97M-V/def2-TZVPD) for a molecular structure, C29H19Br2Cl3HfN14OSi.

Structure (XYZ):
```
70
C29H19Br2Cl3HfN14OSi | OMol25 | ωB97M-V/def2-TZVPD
Hf 0.15 -0.30 0.16
N -0.92 3.36 0.02
C -0.72 2.74 1.25
N -0.97 3.31 2.41
N -0.70 2.35 3.32
N -0.30 1.28 2.75
N -0.29 1.48 1.40
C -1.21 2.59 -1.06
N -2.07 2.91 -2.06
N -2.24 1.82 -2.75
N -1.47 0.89 -2.26
N -0.80 1.34 -1.18
H -1.29 4.29 0.04
Br 1.19 3.24 7.92
C 0.86 1.40 7.68
C -0.01 0.99 6.67
C -0.23 -0.37 6.49
C 0.40 -1.29 7.31
C 1.22 -0.87 8.35
C 1.47 0.48 8.52
N 0.16 -2.71 7.22
N 0.26 -3.33 6.16
C 0.69 -2.68 4.96
C 1.88 -2.02 4.85
C 2.29 -1.40 3.65
C 1.44 -1.41 2.57
O 1.68 -0.82 1.40
C 0.22 -2.13 2.66
N -0.55 -2.11 1.54
C -1.64 -2.84 1.51
C -2.07 -3.60 2.60
C -1.35 -3.57 3.77
C -0.16 -2.82 3.83
H -0.48 1.71 6.02
H -0.89 -0.69 5.69
H 1.67 -1.60 9.01
H 2.13 0.82 9.31
H 2.53 -1.94 5.72
H 3.23 -0.88 3.59
H -2.21 -2.82 0.58
H -2.96 -4.19 2.52
H -1.66 -4.13 4.64
Br 3.00 -4.94 -4.52
C 1.79 -3.81 -3.60
C 0.71 -3.27 -4.28
C -0.18 -2.43 -3.62
C 0.00 -2.14 -2.27
C 1.08 -2.72 -1.60
C 1.98 -3.54 -2.26
N -0.80 -1.28 -1.51
C -1.89 -0.57 -2.06
C -2.94 -0.43 -0.97
C -4.30 -0.38 -1.19
C -5.13 -0.13 -0.10
C -4.56 0.10 1.15
C -3.18 0.04 1.27
N -2.40 -0.24 0.24
H 0.57 -3.48 -5.33
H -0.98 -1.99 -4.19
H 1.25 -2.56 -0.53
H 2.83 -3.95 -1.73
H -2.28 -0.91 -3.01
H -4.71 -0.53 -2.18
H -6.20 -0.09 -0.22
H -5.17 0.33 2.01
H -2.69 0.21 2.22
Cl 4.13 -0.13 -1.16
Si 2.23 0.65 -1.44
Cl 2.40 2.71 -1.05
Cl 1.90 0.57 -3.50
```

Properties
- energy relative to the best compared isomer or geometry (same formula, charge and spin) (kcal/mol) = 4.5
- total energy (eV) = -240133.1282
- LUMO level (eV) = -1.0864
- frontier orbital gap (eV) = 7.141
- E_HOMO (eV) = -8.23

---

[4]
Density functional theory data (ωB97M-V/def2-TZVPD) for a molecular structure, C29H19Cl4N3O3S3Tc.

Structure (XYZ):
```
62
C29H19Cl4N3O3S3Tc | OMol25 | ωB97M-V/def2-TZVPD
Tc 1.27 -1.03 -1.05
C -2.57 -0.15 -1.14
C -1.30 -0.62 -0.46
N -0.19 0.29 -0.87
N -0.49 1.54 -0.50
C 0.35 2.53 -0.66
S 1.81 2.59 -1.49
S -0.21 4.08 0.13
C -0.75 3.50 1.79
C 0.41 3.42 2.75
C 1.37 2.42 2.62
C 2.47 2.37 3.46
C 2.63 3.32 4.46
C 1.68 4.33 4.61
C 0.58 4.37 3.75
C -1.33 -0.73 1.04
C -2.48 -0.53 1.79
C -2.47 -0.63 3.17
C -1.27 -0.95 3.81
C -0.11 -1.13 3.08
C -0.10 -1.01 1.68
O 1.03 -1.19 1.02
H -2.77 0.87 -0.81
H -3.41 -0.80 -0.92
H -2.39 -0.14 -2.22
H -1.20 2.53 1.62
H -1.51 4.20 2.13
H 1.26 1.67 1.84
H 3.21 1.59 3.32
H 3.49 3.29 5.12
H 1.79 5.08 5.38
H -0.16 5.16 3.86
H -3.41 -0.29 1.28
H -3.38 -0.48 3.74
H -1.25 -1.04 4.89
H 0.83 -1.36 3.57
Cl -0.19 -7.16 1.60
C -0.42 -5.63 0.82
C -1.70 -5.10 0.70
Cl -3.07 -5.97 1.30
C -1.85 -3.86 0.06
Cl -3.46 -3.28 -0.22
C -0.76 -3.13 -0.39
O -0.88 -1.93 -1.09
C 0.55 -3.68 -0.31
O 1.59 -3.09 -0.82
C 0.67 -4.95 0.31
Cl 2.27 -5.60 0.42
N 4.21 0.06 -0.56
C 3.12 -0.26 -0.80
S 1.40 -1.55 -3.37
C 0.97 -0.33 -4.57
C 0.43 -0.76 -5.79
C 0.17 0.14 -6.81
C 0.43 1.50 -6.64
C 0.94 1.94 -5.42
C 1.22 1.04 -4.40
H 0.21 -1.81 -5.92
H -0.24 -0.21 -7.75
H 0.24 2.20 -7.44
H 1.14 2.99 -5.26
H 1.60 1.38 -3.44
```

Properties
- energy relative to the best compared isomer or geometry (same formula, charge and spin) (kcal/mol) = 26.3
- expectation value of S² = 3.79
- spin multiplicity = 4
- total energy (eV) = -125790.3009
- LUMO level (spin up / spin down) (eV) = 3.9321 / 3.9319
- charge = -2
- frontier orbital gap (spin up / spin down) (eV) = 5.538 / 5.708
- E_HOMO (spin up / spin down) (eV) = -1.61 / -1.78

---

[5]
Density functional theory data (ωB97M-V/def2-TZVPD) for a molecular structure, C29H20AsBrN2O3PtS.

Structure (XYZ):
```
58
C29H20AsBrN2O3PtS | OMol25 | ωB97M-V/def2-TZVPD
Pt -0.43 -1.77 -0.10
O 1.72 -2.08 -0.16
N 2.24 -2.91 0.71
C 3.47 -3.41 0.46
C 4.11 -4.23 1.35
C 3.48 -4.56 2.55
C 2.22 -4.07 2.79
C 1.58 -3.24 1.86
S 0.01 -2.65 2.16
H 3.89 -3.11 -0.49
H 5.10 -4.59 1.12
H 3.96 -5.20 3.27
H 1.68 -4.30 3.69
C 0.27 5.65 -0.92
C 1.33 4.85 -1.35
C 1.22 3.48 -1.28
C 0.07 2.88 -0.77
C -0.98 3.68 -0.35
C -0.88 5.06 -0.42
As 0.07 0.89 -0.68
C 1.22 0.82 0.89
C 2.60 0.85 0.92
C 3.27 0.76 2.12
C 2.56 0.64 3.31
C 1.18 0.59 3.30
C 0.50 0.67 2.09
C -0.95 0.60 1.93
C -1.87 0.45 2.96
C -3.22 0.39 2.67
C -3.67 0.49 1.36
C -2.76 0.65 0.32
C -1.40 0.69 0.60
H 0.34 6.72 -0.99
H 2.23 5.32 -1.72
H 2.04 2.84 -1.61
H -1.88 3.23 0.05
H -1.69 5.68 -0.08
H 3.15 0.93 -0.02
H 4.35 0.77 2.14
H 3.10 0.55 4.24
H 0.64 0.48 4.23
H -1.54 0.37 3.99
H -3.94 0.25 3.47
H -4.72 0.42 1.13
H -3.11 0.72 -0.70
Br -3.85 -0.28 -6.81
C -2.73 -0.80 -5.36
C -1.35 -0.84 -5.52
N -0.55 -1.18 -4.53
C -1.06 -1.48 -3.35
C -2.43 -1.47 -3.10
C -3.29 -1.13 -4.14
C -3.09 -1.78 -1.75
O -4.30 -1.70 -1.69
O -2.34 -2.11 -0.77
H -0.88 -0.59 -6.46
H -0.33 -1.76 -2.58
H -4.35 -1.14 -3.97
```

Properties
- energy relative to the best compared isomer or geometry (same formula, charge and spin) (kcal/mol) = 62.6
- total energy (eV) = -184480.6549
- LUMO level (spin up / spin down) (eV) = -1.8391 / -1.9155
- frontier orbital gap (spin up / spin down) (eV) = 6.418 / 6.322
- E_HOMO (spin up / spin down) (eV) = -8.26 / -8.24

---

[6]
Density functional theory data (ωB97M-V/def2-TZVPD) for a molecular structure, C29H20Br3FeN4O3S2.

Structure (XYZ):
```
62
C29H20Br3FeN4O3S2 | OMol25 | ωB97M-V/def2-TZVPD
Fe -0.20 0.09 -0.44
Br 1.22 -0.62 4.54
C 0.18 0.80 3.84
C -0.17 1.85 4.69
C -0.94 2.88 4.26
Br -1.38 4.29 5.48
C -1.43 2.91 2.93
C -2.27 3.91 2.38
C -2.70 3.79 1.09
C -2.29 2.69 0.32
N -1.50 1.76 0.80
C -1.07 1.85 2.07
C -0.21 0.74 2.49
O 0.10 -0.17 1.67
H 0.18 1.83 5.72
H -2.57 4.75 2.99
H -3.35 4.54 0.65
H -2.62 2.56 -0.70
C 3.37 -0.42 -1.38
N 2.63 -0.09 -0.17
C 3.06 -0.92 0.93
C 2.76 1.33 0.13
C 2.05 2.19 -0.89
C 2.72 3.29 -1.42
C 2.08 4.14 -2.32
C 0.78 3.85 -2.69
C 0.14 2.74 -2.16
C 0.73 1.85 -1.25
H 4.45 -0.19 -1.25
H 2.99 0.14 -2.23
H 3.27 -1.48 -1.59
H 4.14 -0.80 1.13
H 2.87 -1.96 0.70
H 2.50 -0.67 1.83
H 3.84 1.61 0.18
H 2.33 1.51 1.12
H 3.75 3.49 -1.13
H 2.61 4.99 -2.74
H 0.26 4.50 -3.39
H -0.89 2.56 -2.48
S -2.52 -1.31 0.29
C -3.27 -1.73 -1.14
C -4.28 -2.76 -1.07
N -5.10 -3.56 -1.01
C -3.01 -1.14 -2.39
S -1.94 0.11 -2.67
C -3.76 -1.62 -3.53
N -4.34 -2.00 -4.46
Br 1.47 -7.01 -0.39
C 1.50 -5.73 -1.81
C 1.92 -6.14 -3.06
C 1.94 -5.21 -4.09
C 1.55 -3.90 -3.86
C 1.13 -3.51 -2.60
C 1.10 -4.43 -1.56
C 0.74 -2.05 -2.36
O 0.83 -1.27 -3.31
O 0.30 -1.82 -1.19
H 2.23 -7.17 -3.22
H 2.27 -5.52 -5.08
H 1.56 -3.16 -4.65
H 0.77 -4.10 -0.59
```

Properties
- energy relative to the best compared isomer or geometry (same formula, charge and spin) (kcal/mol) = 9.0
- expectation value of S² = 8.79
- spin multiplicity = 6
- total energy (eV) = -308688.9462
- LUMO level (spin up / spin down) (eV) = 3.7049 / 3.4128
- charge = -2
- frontier orbital gap (spin up / spin down) (eV) = 6.046 / 5.832
- E_HOMO (spin up / spin down) (eV) = -2.34 / -2.42